1.
{
  "formula": "C4H10FP",
  "method": "ωB97M-V/def2-TZVPD",
  "total_charge": 0,
  "gap_ev": 9.6,
  "species": ["C", "C", "C", "C", "F", "P", "H", "H", "H", "H", "H", "H", "H", "H", "H", "H"],
  "xyz": [[0.8875, -0.3626, -1.4353], [0.0772, -1.6278, 1.2805], [-1.4198, 1.5052, -0.3041], [0.9703, -0.0662, 0.0211], [2.2487, -0.1066, 0.4785], [0.2064, 1.6219, 0.5648], [1.2059, -1.4184, -1.7271], [-0.1414, -0.1476, -1.8151], [1.4475, 0.4543, -1.9274], [-0.9344, -1.9648, 0.9726], [0.1693, -1.1834, 2.2808], [0.7458, -2.5056, 1.1939], [-1.2093, 1.9334, -1.2708], [-1.9531, 2.2426, 0.2974], [-2.0851, 0.6348, -0.2795], [-0.2153, 0.9908, 1.6697]],
  "forces_ev_per_a": [[-0.6, -0.3, -0.9], [1.3, 1.3, -1.9], [0.0, 0.8, 0.9], [-2.2, -1.6, 2.4], [0.5, -0.1, 0.0], [0.6, -1.5, -1.5], [-0.2, 1.6, 0.3], [0.6, -0.7, 0.5], [0.4, -0.7, -0.1], [0.5, 0.8, 0.2], [-0.3, -0.1, -0.5], [-0.1, 0.7, -0.1], [-0.6, -0.1, -0.5], [-0.3, 0.4, -0.4], [0.8, -0.2, -0.2], [-0.5, -0.2, 1.8]],
  "nbo_charge": [-0.719, -0.647, -0.938, 0.227, -0.384, 0.535, 0.236, 0.231, 0.223, 0.194, 0.196, 0.196, 0.226, 0.233, 0.237, -0.044]
}


2.
{
  "formula": "C4H10FPS",
  "method": "ωB97M-V/def2-TZVPD",
  "total_charge": 0,
  "smiles": "CC=P(=S)CC.F",
  "gap_ev": 8.6,
  "species": ["C", "C", "P", "S", "C", "C", "H", "H", "H", "H", "H", "H", "H", "H", "H", "F", "H"],
  "xyz": [[-1.6047, 2.3239, 1.2251], [-0.6950, 1.2339, 0.9316], [-0.4246, 0.2962, -0.3812], [-1.2023, 0.4463, -2.0899], [0.9018, -0.8510, 0.0178], [0.3941, -2.2585, 0.2002], [-2.6531, 2.1932, 1.4662], [-1.1040, 2.9225, 2.1767], [-1.6500, 2.9782, 0.3548], [-0.0848, 0.8960, 1.8410], [1.5506, -0.9144, -0.8052], [1.5811, -0.4297, 0.7244], [-0.2492, -2.6709, -0.6474], [1.2071, -2.9255, 0.1777], [-0.1760, -2.2360, 1.1365], [2.1725, -0.5196, -2.6978], [2.0367, -0.4847, -3.6304]],
  "forces_ev_per_a": [[0.9, 3.2, 1.8], [1.2, -2.0, 2.1], [0.6, 0.7, 1.3], [-0.5, -0.1, -1.1], [-0.4, -0.2, -1.3], [-1.9, 0.0, -0.1], [-0.1, -0.8, 0.3], [-1.5, -1.1, -2.5], [0.1, 0.4, 0.1], [-0.8, 0.3, -1.6], [0.5, 0.3, -1.5], [-0.1, 0.0, 1.3], [0.5, 1.1, 1.0], [1.1, -1.0, 0.7], [0.1, -0.9, -0.2], [0.1, 0.0, -1.2], [0.0, 0.0, 1.0]],
  "nbo_charge": [-0.643, -0.746, 1.198, -0.514, -0.764, -0.604, 0.230, 0.208, 0.226, 0.239, 0.268, 0.248, 0.225, 0.216, 0.209, -0.567, 0.571]
}


3.
{
  "formula": "C4H10InO2",
  "method": "ωB97M-V/def2-TZVPD",
  "total_charge": 1,
  "gap_ev": 2.3,
  "species": ["In", "C", "C", "O", "H", "H", "H", "H", "H", "C", "C", "O", "H", "H", "H", "H", "H"],
  "xyz": [[3.5388, -1.1127, 0.3922], [-1.3172, -2.5782, 3.2514], [-0.7230, -1.1993, 3.0646], [0.4362, -0.9521, 3.8315], [-2.3851, -2.6150, 3.0362], [-1.2598, -2.9848, 4.2611], [-0.9224, -3.2229, 2.4662], [-1.4501, -0.4343, 3.3368], [-0.2210, -1.1211, 2.1003], [0.9927, 2.5348, -3.5473], [0.0313, 1.5269, -2.9196], [0.6585, 0.4113, -2.3556], [2.0235, 2.3932, -3.2225], [0.6830, 3.5711, -3.4120], [1.0259, 2.3027, -4.6118], [-0.7906, 1.4036, -3.6248], [-0.3205, 2.0769, -2.0468]],
  "forces_ev_per_a": [[-0.1, 0.1, -0.1], [-0.5, -0.6, -0.9], [1.4, -0.1, 3.8], [-1.3, -0.5, -1.3], [-0.2, 0.6, -0.1], [0.7, 0.1, -0.1], [0.3, -0.5, 0.5], [-0.1, 0.6, -0.9], [-0.3, 0.5, -1.3], [0.9, 0.0, -0.6], [1.7, -1.3, 0.5], [-1.3, 1.6, -1.0], [-0.1, 0.1, 0.4], [0.0, -0.1, 0.0], [-0.1, 0.2, -0.2], [-0.3, -0.8, 0.4], [-0.6, 0.3, 0.8]],
  "nbo_charge": [0.994, -0.650, -0.111, -0.350, 0.233, 0.246, 0.211, 0.211, 0.235, -0.616, -0.113, -0.413, 0.218, 0.229, 0.230, 0.186, 0.260]
}


4.
{
  "formula": "C4H10N",
  "method": "ωB97M-V/def2-TZVPD",
  "spin_multiplicity": 2,
  "total_charge": 0,
  "gap_ev": [7.2, 10.7],
  "species": ["C", "C", "H", "H", "H", "H", "C", "C", "N", "H", "H", "H", "H", "H", "H"],
  "xyz": [[-1.6091, -1.4214, 2.1576], [-1.3845, -0.3749, 1.3800], [-0.8563, -2.2080, 2.2031], [-2.2451, -1.5408, 3.0372], [-0.4089, 0.0885, 1.2993], [-2.0912, 0.4654, 1.3371], [1.6816, 0.0962, -0.3144], [-0.1235, 0.7971, -1.7677], [1.1937, 0.8845, -1.4668], [1.0696, -0.8021, -0.2922], [2.7615, 0.0081, -0.4412], [1.5118, 0.6610, 0.6057], [-0.8761, 0.4088, -1.0947], [-0.4894, 0.7789, -2.7815], [1.8446, 1.3980, -2.0118]],
  "forces_ev_per_a": [[1.3, -1.0, 1.0], [-0.8, 2.3, 1.6], [0.4, 0.3, 0.0], [-1.3, 0.1, -1.2], [0.5, -1.2, -1.4], [-0.3, -0.5, 0.2], [-0.1, 1.7, -0.9], [-1.4, 0.1, -0.9], [0.0, -1.2, 1.4], [0.6, -0.4, 0.1], [-0.1, -0.7, 0.2], [0.0, -0.1, 0.2], [0.6, 0.0, 0.5], [0.4, 0.4, -0.4], [0.2, 0.2, -0.4]],
  "nbo_charge": [-0.360, -0.420, 0.175, 0.206, 0.210, 0.184, -0.408, -0.302, -0.595, 0.206, 0.202, 0.176, 0.172, 0.165, 0.389]
}


5.
{
  "formula": "C4H10N",
  "method": "ωB97M-V/def2-TZVPD",
  "total_charge": 1,
  "smiles": "CC=[N+](C)C",
  "gap_ev": 11.4,
  "species": ["C", "C", "N", "C", "C", "H", "H", "H", "H", "H", "H", "H", "H", "H", "H"],
  "xyz": [[-2.2819, -0.0440, -0.0465], [-0.7487, -0.5095, 0.0844], [0.4980, -0.0469, 0.0373], [1.6072, -0.8765, 0.0633], [0.7468, 1.3589, 0.0693], [-2.9591, -0.7842, 0.3487], [-2.4359, 0.9143, 0.1886], [-2.2537, -0.2086, -1.1618], [-0.6295, -1.5915, -0.0514], [2.3499, -0.5413, 0.7699], [1.2685, -1.9233, 0.4302], [2.1207, -1.1183, -0.8079], [1.1356, 1.6993, -1.0340], [-0.0287, 2.1073, 0.3826], [1.6109, 1.5643, 0.7273]],
  "forces_ev_per_a": [[4.4, -3.6, -2.3], [0.7, -1.3, -0.6], [-5.8, 2.0, 0.5], [0.7, -4.4, 2.6], [2.2, 3.4, -2.2], [0.1, -0.1, 0.5], [-0.8, 3.6, 0.9], [-0.7, 0.5, 0.6], [-0.7, 0.1, 0.4], [0.0, 0.3, 0.3], [0.6, 1.7, -0.4], [0.5, 0.4, -2.2], [-1.0, -0.8, 2.6], [0.1, -1.5, -0.4], [-0.4, -0.2, -0.3]],
  "nbo_charge": [-0.610, 0.312, -0.273, -0.433, -0.464, 0.274, 0.237, 0.269, 0.202, 0.246, 0.234, 0.251, 0.249, 0.261, 0.243]
}


6.
{
  "formula": "C4H10N",
  "method": "ωB97M-V/def2-TZVPD",
  "spin_multiplicity": 2,
  "total_charge": 2,
  "gap_ev": [11.3, 8.2],
  "species": ["C", "C", "H", "H", "H", "H", "C", "C", "N", "H", "H", "H", "H", "H", "H"],
  "xyz": [[-0.5681, -3.1200, -0.8088], [0.6097, -3.8292, -0.9851], [-1.5402, -3.6060, -0.7589], [-0.3754, -2.0708, -0.5827], [0.6272, -4.7425, -1.5853], [1.4883, -3.4884, -0.4388], [0.7069, 1.8074, -0.1117], [-0.7278, 2.7712, 1.5846], [-0.5090, 2.5701, 0.3503], [1.4882, 1.8866, 0.6443], [0.3677, 0.7747, -0.0900], [1.0691, 2.1019, -1.0868], [0.1032, 2.8725, 2.2909], [-1.6947, 3.0823, 1.9818], [-1.0452, 2.9901, -0.4040]],
  "forces_ev_per_a": [[0.9, 0.1, 0.5], [-0.4, -0.6, 0.0], [-0.1, 0.2, -0.2], [-0.8, 0.0, -0.1], [0.3, 0.1, 0.0], [0.2, -0.2, -0.3], [-0.4, 0.2, 1.0], [-0.2, 1.6, 0.6], [1.8, -0.2, -0.6], [0.0, 0.2, -0.1], [0.1, -0.1, -0.4], [-0.2, 0.2, -0.1], [-0.1, -1.3, -0.1], [0.0, 0.3, -0.5], [-1.0, -0.6, 0.2]],
  "nbo_charge": [-0.029, -0.005, 0.278, 0.228, 0.271, 0.257, -0.421, 0.150, -0.401, 0.246, 0.212, 0.262, 0.242, 0.248, 0.463]
}


7.
{
  "formula": "C4H10N2",
  "method": "ωB97M-V/def2-TZVPD",
  "total_charge": 0,
  "smiles": "C=NC.C=NC",
  "gap_ev": 10.8,
  "species": ["C", "N", "C", "H", "H", "H", "H", "H", "C", "N", "C", "H", "H", "H", "H", "H"],
  "xyz": [[-1.5835, 2.8190, -0.0297], [-0.9350, 2.0146, 0.6859], [0.4817, 1.8598, 0.4082], [-2.6528, 2.9208, 0.1432], [-1.1351, 3.4286, -0.8230], [1.0304, 2.0039, 1.3384], [0.8471, 2.5779, -0.3374], [0.6725, 0.8485, 0.0509], [1.2086, -2.0962, 0.6854], [0.1551, -2.2807, 0.0254], [0.2463, -2.3899, -1.4117], [1.1405, -1.9758, 1.7638], [2.2036, -2.0524, 0.2249], [-0.2126, -3.3311, -1.7163], [1.2577, -2.3097, -1.8253], [-0.3805, -1.6008, -1.8334]],
  "forces_ev_per_a": [[-0.2, 0.0, 0.1], [0.1, -0.2, -0.1], [-0.1, 0.3, 0.0], [0.0, 0.1, 0.0], [0.1, 0.0, 0.0], [0.1, -0.1, 0.0], [0.0, 0.0, 0.0], [0.0, -0.1, 0.1], [0.0, 0.0, 0.0], [0.0, 0.1, 0.1], [-0.3, 0.0, -0.1], [0.0, 0.0, 0.0], [0.0, 0.1, 0.0], [0.1, 0.0, 0.0], [0.1, 0.0, 0.1], [0.1, 0.0, -0.1]],
  "nbo_charge": [-0.066, -0.376, -0.444, 0.172, 0.135, 0.206, 0.165, 0.209, -0.071, -0.377, -0.447, 0.175, 0.134, 0.209, 0.168, 0.209]
}


8.
{
  "formula": "C4H10N2",
  "method": "ωB97M-V/def2-TZVPD",
  "total_charge": 0,
  "gap_ev": 10.0,
  "species": ["C", "C", "C", "C", "N", "N", "H", "H", "H", "H", "H", "H", "H", "H", "H", "H"],
  "xyz": [[-0.8182, -1.2774, 0.2664], [-0.1780, 0.0505, 0.3582], [1.9737, -0.0702, -0.8008], [1.2336, 0.5959, 0.3219], [-1.1874, -0.0765, -0.5151], [-2.3717, 0.5075, -0.3948], [-0.5062, -2.2048, -0.1401], [-1.4793, -1.4788, 1.0927], [-1.2525, 0.6372, 1.7790], [2.8675, 0.4360, -1.2768], [1.2761, -0.1459, -1.6759], [2.1590, -1.0266, -0.4490], [1.3527, 1.6443, 0.2108], [1.6132, 0.4375, 1.3672], [-2.3244, 1.4931, -0.8141], [-2.3581, 0.4781, 0.6703]],
  "forces_ev_per_a": [[-1.1, 0.7, 0.5], [-0.4, 1.5, 2.9], [-0.2, 1.2, -2.3], [-0.3, 0.0, 1.4], [3.4, -2.2, -2.0], [-2.3, 1.7, 0.3], [0.7, -0.3, -1.2], [-0.2, 0.1, 0.3], [1.9, -0.5, -1.9], [-0.7, -0.5, 1.3], [0.4, -0.1, 0.7], [1.0, -2.1, 0.0], [-0.8, 1.2, -0.2], [0.1, -0.3, -1.1], [0.0, -1.8, 1.3], [-1.3, 1.5, -0.2]],
  "nbo_charge": [-0.306, 0.227, -0.610, -0.472, -0.244, -0.644, 0.202, 0.196, -0.143, 0.224, 0.215, 0.207, 0.223, 0.227, 0.364, 0.334]
}


9.
{
  "formula": "C4H10N2",
  "method": "ωB97M-V/def2-TZVPD",
  "total_charge": 0,
  "smiles": "C=CN.C=CN",
  "gap_ev": 8.8,
  "species": ["C", "C", "N", "H", "H", "H", "H", "H", "C", "C", "N", "H", "H", "H", "H", "H"],
  "xyz": [[2.2801, 3.2938, 0.1809], [1.9779, 2.0184, -0.0593], [2.9030, 1.0206, -0.2550], [3.3001, 3.6426, 0.1320], [1.5280, 4.0350, 0.4008], [0.9629, 1.6715, -0.0314], [3.8542, 1.2763, -0.4332], [2.6449, 0.0575, -0.3129], [-2.2266, -1.9794, 1.3108], [-2.8105, -2.2739, 0.1592], [-2.2774, -1.9929, -1.0879], [-1.2113, -1.5787, 1.3400], [-2.6299, -2.0734, 2.3011], [-3.7814, -2.7446, 0.1818], [-1.7352, -1.1513, -1.0640], [-2.5667, -2.4645, -1.9174]],
  "forces_ev_per_a": [[-0.1, 0.2, -0.2], [0.4, 0.0, 0.5], [0.0, 0.1, -0.2], [0.2, 0.0, 0.1], [-0.1, -0.1, -0.1], [-0.4, -0.1, 0.0], [0.1, -0.1, 0.0], [0.0, 0.0, -0.1], [1.2, 0.6, 0.4], [-0.5, -0.5, 0.0], [0.1, 0.2, 1.2], [-0.2, 0.1, -0.3], [-0.6, -0.3, -0.1], [-0.2, -0.2, -0.2], [0.3, -0.1, -0.9], [-0.1, 0.3, -0.2]],
  "nbo_charge": [-0.543, 0.018, -0.825, 0.185, 0.206, 0.186, 0.383, 0.389, -0.518, 0.010, -0.845, 0.180, 0.207, 0.182, 0.389, 0.396]
}


10.
{
  "formula": "C4H10N2",
  "method": "ωB97M-V/def2-TZVPD",
  "total_charge": 0,
  "smiles": "C=NC.C=NC",
  "gap_ev": 10.6,
  "species": ["C", "N", "C", "H", "H", "H", "H", "H", "C", "N", "C", "H", "H", "H", "H", "H"],
  "xyz": [[-2.8525, 0.2298, -0.6914], [-1.9787, -0.2677, -1.4501], [-2.3790, -0.8277, -2.6919], [-2.5057, 0.7543, 0.1989], [-3.9205, 0.3698, -0.8146], [-2.9827, -0.1846, -3.3590], [-2.7068, -1.8884, -2.7812], [-1.5520, -1.1253, -3.3644], [2.8382, -0.7694, 1.3400], [2.0881, 0.0236, 1.9744], [2.3030, 1.4708, 1.8186], [2.5849, -1.8202, 1.2918], [3.7664, -0.4770, 0.8452], [3.3248, 1.8002, 2.0703], [1.6428, 1.9511, 2.5366], [2.1444, 1.6819, 0.7608]],
  "forces_ev_per_a": [[0.7, 1.0, 0.6], [-0.3, -0.3, 0.4], [0.3, -1.5, -3.0], [0.2, -0.3, 0.2], [-0.4, -0.5, -0.7], [-0.2, -0.2, 0.7], [-1.1, 0.6, 1.4], [0.8, 1.2, 0.5], [0.0, 0.3, 0.5], [-0.1, -0.2, -0.6], [0.8, -0.8, 0.5], [0.0, -0.2, 0.3], [0.0, 0.2, -0.3], [-0.1, -0.3, -0.1], [-0.2, 0.4, -0.5], [-0.4, 0.5, 0.3]],
  "nbo_charge": [-0.039, -0.391, -0.486, 0.163, 0.142, 0.194, 0.216, 0.202, -0.058, -0.386, -0.458, 0.169, 0.132, 0.186, 0.207, 0.208]
}


Molecular weight, record by record: 108.10 140.16 204.94 72.13 72.13 72.13 86.14 86.14 86.14 86.14 u
Energy above the lowest of the compared OMol25 structures with the same formula, charge and spin, record by record: 225.4 226.9 713.2 198.0 215.2 67.3 210.6 604.3 182.9 292.7 kJ/mol